[1]
Entry from the Open Molecules 2025 dataset: a molecular structure, C23H27N11O7Zr (the ωB97M-V functional and the def2-TZVPD basis).

- HOMO-LUMO gap (eV) = 8.4

ORCA input file:
```
! RIJCOSX wB97M-V def2-TZVPD def2/J DEFGRID3
* xyz 2 1
Zr -0.28188 0.04899 0.22145
O 2.44165 -1.60340 -2.40870
O 0.69244 -4.71279 -0.95153
O 0.30382 1.59079 1.61184
O -1.71231 1.81540 -0.30306
O 5.99648 0.06988 1.12045
O 1.44347 1.66392 3.55358
O 0.70349 -1.36837 -0.99253
N 0.60759 -1.78598 4.19395
N -1.91680 -1.00162 -1.05057
N -2.14957 3.81611 -1.22521
N -3.08303 0.80690 3.63187
N -2.10195 0.07084 1.63856
N 1.98170 0.10847 0.54528
N -1.49100 3.66055 0.99290
N 0.07449 -1.38473 1.96131
N 0.26851 1.16762 -1.82572
N -1.51032 0.17048 -3.09052
N -1.06562 -0.30931 3.68344
C -0.10123 -1.17682 3.23180
C 4.14027 -0.57529 -0.13011
C -0.39696 0.99666 -2.96703
C -1.76755 3.06126 -0.18159
C -3.15919 0.72795 5.09013
C 1.70319 2.76494 -2.90360
C 2.77565 -0.55676 -0.28847
C 1.36249 1.41754 2.37698
C -3.22715 -3.01113 -1.08556
C -2.11163 0.20324 2.93084
C -2.10121 -0.85194 -2.36016
C 1.29063 2.05120 -1.80952
C 1.02883 2.55828 -4.10589
C -0.02379 1.67974 -4.13635
C -2.46016 -2.08104 -0.43825
C -3.48751 -2.80664 -2.44218
C 2.47680 0.77083 1.58627
C 0.49371 -4.06754 -0.05445
C 3.82476 0.79627 1.85412
C 4.67520 0.11076 0.96993
C -2.92897 -1.72876 -3.07958
C -4.14473 1.49286 2.90269
C 1.96606 -1.25246 -1.36551
H -2.23463 -2.18189 0.61519
H -3.09958 -1.56197 -4.13468
H 1.32627 3.07844 -5.00604
H 4.77939 -1.10316 -0.82347
H -1.42296 4.66418 1.04223
H 6.29024 0.55759 1.90123
H 4.20242 1.32988 2.71674
H 2.53083 3.45308 -2.82312
H -4.78922 0.78666 2.37327
H -4.75540 2.04222 3.61155
H -2.45952 1.41533 5.57203
H -3.61872 -3.86428 -0.55278
H -4.16247 1.00394 5.39821
H -0.94484 0.06019 4.61284
H -1.84213 0.16489 -4.04315
H -0.89064 3.12199 1.61061
H -2.98201 -0.29007 5.43660
H 1.37704 -2.38571 3.95161
H 0.43900 -1.62174 5.17129
H -2.95259 0.40060 1.20088
H 0.73266 -2.13618 1.77346
H 1.78331 2.17900 -0.85419
H -2.29104 4.80887 -1.15157
H -3.72003 2.20607 2.19448
H -0.56082 1.49477 -5.05730
H -2.49506 3.34443 -2.04301
H -4.10643 -3.49960 -2.99568
*
```

***

[2]
Entry from the Open Molecules 2025 dataset: a single C23H27N2O5P molecule (the ωB97M-V functional and the def2-TZVPD basis).

- SMILES = CCOP(=O)(OCC)c1nc(/C=C/c2ccccc2)oc1NCc1ccc(OC)cc1
- HOMO-LUMO gap (eV) = 6.9

ORCA input file:
```
! RIJCOSX wB97M-V def2-TZVPD def2/J DEFGRID3
* xyz 0 1
P 2.41841 -2.37585 -0.93055
O 0.63956 1.02228 0.05575
O 3.54473 -2.80056 -0.08079
O 2.77252 -2.22681 -2.27401
O -4.52163 -1.19265 -3.56183
O 1.51621 -3.38186 -0.90672
N 1.55973 0.50282 -2.17907
N 1.24807 -0.67963 1.03586
C -4.68285 -2.48728 -3.51215
C 0.47535 1.29865 -2.91646
C -2.23206 -1.32084 -3.25114
C -3.17996 1.05785 -3.63157
C -1.01815 -0.84815 -3.12239
C -0.71339 0.72510 -3.17889
C -0.23720 -3.42060 1.10465
C 0.80301 0.59935 1.13828
C -1.67588 4.83977 5.70038
C -0.35761 2.25616 2.29705
C -1.10595 3.48767 5.92387
C 0.33477 1.18880 2.50179
C -1.76620 5.24379 4.13166
C 5.27800 -1.18359 -0.32384
C -1.94916 1.51782 -3.22568
C 1.44734 0.25140 -0.79391
C 1.68700 -0.94305 -0.15454
C -3.37321 -0.69857 -3.38729
C 4.49044 -1.99943 0.53281
C -0.67380 3.13477 3.39908
C 0.86283 -4.05485 0.36399
C -0.58148 2.76268 4.92670
C -1.14974 4.40725 3.25990
H -1.33715 5.10246 2.27921
H 1.65198 -4.20631 0.95078
H -5.65475 -2.55606 -3.83124
H -4.18542 -2.83984 -4.46984
H 3.85351 -1.37671 1.35382
H 0.79410 1.67284 -3.95263
H -0.47341 -3.99882 1.80479
H -4.42923 -2.88289 -2.62190
H 0.46021 0.67350 3.40834
H 0.04046 -2.57320 1.54001
H -1.69702 2.48452 -3.20436
H -0.26511 2.94712 1.48328
H 0.50017 2.46915 -2.47299
H 4.77596 -0.47191 -0.84387
H -1.19230 2.99885 6.70286
H -2.20343 6.28496 4.05847
H -1.03576 -3.22403 0.33073
H -2.12509 5.39420 6.36088
H 5.67426 -1.81808 -1.28527
H 5.84121 -0.63393 0.02896
H 5.19973 -2.64275 1.10365
H -4.17635 1.51582 -3.62575
H -0.28266 1.88791 4.87407
H 0.51071 -5.05870 -0.08554
H 1.86216 -0.05564 -2.71083
H 0.05604 -1.35290 -2.93571
H -2.02255 -2.42199 -3.18086
*
```

***

[3]
Entry from the Open Molecules 2025 dataset: a single C23H27N3O4 molecule (the ωB97M-V functional and the def2-TZVPD basis).

- SMILES = COCCCNC(=O)[C@H](Cc1c[nH]c2ccccc12)NC(=O)OCc1ccccc1
- HOMO-LUMO gap (eV) = 8.5

ORCA input file:
```
! RIJCOSX wB97M-V def2-TZVPD def2/J DEFGRID3
* xyz 0 1
O -4.02210 -1.77020 0.48314
O 0.56254 -0.90179 -1.25816
O -0.45742 -1.14402 0.75345
O -3.37194 2.97775 0.00379
N -0.87652 0.64225 -0.58892
N -3.61055 0.77079 -0.45359
N 2.62188 1.60772 1.96368
C 3.03446 2.14134 -2.06947
C -0.65314 2.73317 0.68831
C 1.25491 -2.13800 -1.07489
C 2.94338 1.72991 0.64425
C 5.03268 -1.63698 0.88649
C 3.75944 -1.90924 -1.12686
C 4.97907 -1.76025 -0.49111
C 2.64140 -1.80439 0.99054
C 0.76345 2.34226 0.94772
C 1.85374 2.40305 -1.41349
C -2.93355 1.84694 -0.02197
C 4.16403 1.69012 -1.38181
C 3.86120 -1.65028 1.62422
C -5.02098 0.77408 -0.75755
C 2.58365 -1.94626 -0.39045
C -1.50231 1.48167 0.41265
C 1.31231 1.96446 2.13804
C 4.13846 1.48879 -0.01969
C -0.25597 -0.51193 -0.25588
C 1.79082 2.19240 -0.03570
C -3.48450 -3.06133 0.37031
C -5.33748 -1.63588 -0.01241
C -5.78500 -0.18474 0.15915
H -6.01391 -2.30603 0.54075
H -5.62058 0.10522 1.19744
H 5.98622 -1.53000 1.38381
H -1.07895 3.25656 1.54431
H -0.71374 3.39714 -0.17567
H 3.71967 -2.00585 -2.20200
H -5.16728 0.47861 -1.80368
H -4.05800 -3.78508 0.96152
H -1.56911 0.86965 1.32085
H -0.53122 1.10312 -1.41792
H -6.85103 -0.11734 -0.05958
H 0.85981 1.93166 3.11069
H -5.38024 1.79799 -0.62732
H 3.89871 -1.55394 2.70021
H -3.20966 -0.14452 -0.29086
H 1.39147 -2.54144 -2.08086
H -3.46702 -3.39545 -0.67512
H 5.88973 -1.74204 -1.07153
H 1.72570 -1.81812 1.56244
H 0.62162 -2.80889 -0.48287
H 0.99683 2.77767 -1.95622
H -5.37106 -1.92419 -1.07573
H 3.23735 1.27320 2.68442
H 5.01316 1.15088 0.51515
H 5.07482 1.50257 -1.93093
H -2.46731 -2.99527 0.75225
H 3.09813 2.29251 -3.13731
*
```

***

[4]
Entry from the Open Molecules 2025 dataset: a single C23H27N3O4S molecule (the ωB97M-V functional and the def2-TZVPD basis).

- SMILES = Cc1ccc(CN2C(=O)[C@@H]3CCCN3c3ccc(S(=O)(=O)N4CCOCC4)cc32)cc1
- HOMO-LUMO gap (eV) = 8.5

ORCA input file:
```
! RIJCOSX wB97M-V def2-TZVPD def2/J DEFGRID3
* xyz 0 1
S 2.74678 0.08499 1.25493
O 3.25838 0.45932 2.54019
O 2.70480 -1.31352 0.92070
O -4.06034 -0.05731 -1.67964
O 5.51987 1.33028 -1.97551
N -2.64525 2.33649 0.48869
N 3.66372 0.92793 0.10282
N -2.00277 -0.03318 -0.73313
C -1.55554 -1.11581 -1.59859
C -1.82092 -3.98321 0.86237
C 5.09073 0.83372 0.35615
C -1.06692 0.60904 0.09223
C 4.13694 1.39402 -2.22210
C -3.71775 1.42516 0.17270
C -3.12687 3.66469 0.79638
C 3.35164 0.51176 -1.24854
C -1.25564 -2.38441 -0.84294
C -1.37746 1.88381 0.63006
C -3.29115 0.38260 -0.85024
C 5.81899 1.71905 -0.65371
C -4.64430 3.57627 0.58914
C -0.68347 -4.72667 0.57904
C -4.83047 2.35320 -0.30873
C 0.18898 0.07400 0.31347
C 1.14262 0.80296 1.00447
C -2.10676 -2.82727 0.15911
C 0.15775 -4.28808 -0.43692
C -0.34891 -5.96356 1.35413
C 0.88508 2.08272 1.45202
C -0.37274 2.62208 1.26573
C -0.12215 -3.13197 -1.13801
H -5.04815 4.48246 0.14389
H -4.04255 0.88032 1.07998
H -0.59088 3.61568 1.62098
H -5.81500 1.90287 -0.21774
H 0.46083 -0.91264 -0.01872
H 3.99410 1.05648 -3.25000
H 3.78658 2.43278 -2.12186
H 5.43362 -0.20600 0.25084
H 3.61661 -0.54524 -1.39684
H 1.66312 2.62715 1.96027
H -2.66654 4.39102 0.11633
H -1.18859 -6.28071 1.96741
H -2.49196 -4.31039 1.64375
H -2.37747 -1.28929 -2.30244
H -0.67457 -0.78728 -2.15860
H -2.88046 3.95057 1.82447
H 1.04721 -4.85331 -0.67241
H 6.89991 1.62154 -0.54477
H 5.26324 1.16717 1.37879
H 0.50203 -5.77088 2.00728
H 5.52285 2.76684 -0.49744
H -4.66087 2.60576 -1.35577
H 0.54909 -2.80313 -1.91906
H -5.14219 3.41108 1.54497
H -0.07572 -6.77575 0.68290
H -2.99931 -2.26288 0.38907
H 2.27817 0.63667 -1.40153
*
```

***

Calculated values (eV) of highest occupied orbital energy for the records, taken in order: -13.7, -7.2, -7.7, -8.0.
Calculated values (eV) of DFT total energy for the records, taken in order: -56290.4991, -46776.2705, -36951.1035, -47785.1891.